This record from the OMol25 dataset describes 4 unconnected molecules or ions with the total composition C23H53BN2O5 at a distorted geometry. The level of theory is ωB97M-V/def2-TZVPD.

Its LUMO energy is 0.4 eV. The maximum force is 1.093 eV Å⁻¹.

Geometry as ORCA input:
```
! RIJCOSX wB97M-V def2-TZVPD def2/J DEFGRID3
* xyz 0 1
C 2.755 -0.478 -1.525
C 1.633 0.566 -1.633
N 0.336 0.141 -1.104
C -0.305 -0.860 -1.859
O -0.540 -0.544 -3.256
C -1.404 -1.521 -3.664
O -1.645 -1.797 -4.788
O -1.945 -2.176 -2.563
C -1.714 -1.281 -1.459
O -1.653 -2.023 -0.262
B -2.902 -0.185 -1.449
N -3.925 -0.149 -0.391
O -3.017 0.721 -2.463
H 3.539 -0.250 -2.247
H 2.408 -1.483 -1.763
H 3.167 -0.463 -0.516
H 1.913 1.491 -1.130
H 1.486 0.815 -2.684
H 0.382 -0.122 -0.131
H 0.240 -1.819 -1.912
H -1.686 -1.390 0.461
H -3.642 0.477 0.356
H -4.119 -1.070 -0.013
H -3.941 0.819 -2.714
C 4.066 -2.879 -4.625
C 5.165 -2.638 -3.594
C 6.498 -3.288 -3.959
C 6.460 -4.813 -4.070
C 5.979 -5.537 -2.813
C 6.870 -5.301 -1.597
H 3.832 -3.939 -4.726
H 3.146 -2.367 -4.338
H 4.364 -2.503 -5.606
H 4.829 -2.988 -2.614
H 5.323 -1.560 -3.494
H 7.250 -2.994 -3.221
H 6.841 -2.880 -4.915
H 7.465 -5.167 -4.320
H 5.823 -5.103 -4.910
H 5.946 -6.609 -3.024
H 4.953 -5.243 -2.578
H 7.894 -5.621 -1.798
H 6.506 -5.865 -0.737
H 6.894 -4.248 -1.312
C -2.189 -1.845 6.359
C -1.302 -0.609 6.239
C -2.033 0.615 5.691
C -2.592 0.451 4.277
C -1.554 0.085 3.220
C -0.471 1.146 3.033
H -2.568 -2.167 5.388
H -1.632 -2.680 6.785
H -3.044 -1.647 7.008
H -0.434 -0.842 5.615
H -0.906 -0.361 7.227
H -1.358 1.475 5.720
H -2.862 0.862 6.361
H -3.080 1.387 3.986
H -3.379 -0.308 4.279
H -2.071 -0.049 2.261
H -1.095 -0.879 3.458
H -0.916 2.104 2.758
H 0.216 0.852 2.237
H 0.120 1.294 3.937
C -5.125 6.419 1.096
C -4.990 4.998 0.558
C -4.013 4.136 1.356
C -2.569 4.641 1.367
C -1.930 4.801 -0.012
C -1.840 3.488 -0.784
H -4.180 6.961 1.048
H -5.856 6.984 0.515
H -5.458 6.411 2.136
H -4.689 5.032 -0.493
H -5.971 4.517 0.578
H -4.042 3.115 0.962
H -4.364 4.070 2.391
H -1.964 3.943 1.955
H -2.517 5.596 1.896
H -0.924 5.209 0.114
H -2.485 5.536 -0.601
H -1.254 2.748 -0.232
H -1.357 3.638 -1.750
H -2.828 3.067 -0.976
*
```

Here is what Löwdin gives for the atomic charges, in e: -0.08, -0.23, 0.03, -0.28, 0.10, -0.52, 0.19, 0.13, -0.35, 0.06, -0.49, 0.17, 0.18, 0.06, 0.06, 0.07, 0.11, 0.11, 0.12, 0.17, 0.08, 0.06, 0.08, 0.12, -0.10, -0.28, -0.23, -0.23, -0.27, -0.11, 0.07, 0.06, 0.08, 0.09, 0.10, 0.10, 0.11, 0.11, 0.10, 0.10, 0.10, 0.07, 0.07, 0.06, -0.11, -0.27, -0.23, -0.22, -0.26, -0.09, 0.06, 0.07, 0.08, 0.10, 0.10, 0.10, 0.11, 0.11, 0.10, 0.08, 0.10, 0.06, 0.06, 0.07, -0.11, -0.27, -0.23, -0.22, -0.26, -0.10, 0.07, 0.07, 0.07, 0.10, 0.10, 0.09, 0.11, 0.09, 0.10, 0.11, 0.10, 0.07, 0.08, 0.06